# 1
The following is a DFT calculation (ωB97M-V/def2-TZVPD) of a molecular structure, C18H31F9NO13Zr.

The value obtained for the max |F| is 0.1223 Eh/bohr. The value obtained for the gap between HOMO and LUMO is 1.486 eV. The calculation puts the HOMO energy at -5.8 eV. The energy above the lowest of the compared OMol25 structures with the same formula, charge and spin comes out at 2641.31 kJ/mol. As for the charge: -1.

Element x y z (Å)
Zr (1.78578, -20.58477, -17.25054)
C (1.94966, -26.13665, -13.76808)
O (0.57180, -26.43979, -14.16142)
O (2.07405, -24.84599, -14.27695)
C (2.33955, -26.52236, -12.23669)
F (3.56465, -26.07002, -11.92398)
F (1.47727, -26.04301, -11.36262)
F (2.45328, -27.85400, -12.01120)
C (0.13998, -27.79405, -14.07184)
C (-1.06293, -28.03021, -15.00631)
H (-1.94392, -27.45645, -14.71863)
H (-0.82084, -27.89416, -16.06034)
H (-1.43735, -29.04248, -14.85395)
H (-0.17056, -28.11642, -13.07799)
H (0.76794, -28.61495, -14.41812)
H (2.53050, -26.81972, -14.38785)
C (-1.80585, -17.57844, -11.92841)
O (-1.17263, -16.44312, -11.23792)
O (-0.90793, -17.88173, -12.96787)
C (-2.25417, -18.68470, -10.88118)
F (-2.08178, -19.96965, -11.35786)
F (-1.57370, -18.75391, -9.67494)
F (-3.56169, -18.52578, -10.72851)
C (-2.05337, -15.65528, -10.42324)
C (-1.33409, -14.30509, -10.25073)
H (-0.49666, -14.50017, -9.58083)
H (-1.04840, -13.95352, -11.24213)
H (-1.97615, -13.54814, -9.80031)
H (-2.22317, -16.01549, -9.40859)
H (-3.01133, -15.28959, -10.79292)
H (-2.69134, -17.15858, -12.40560)
C (0.45866, -17.25772, -23.09887)
O (0.75579, -18.32779, -24.12688)
O (0.64156, -17.96961, -21.88633)
C (1.29152, -15.97204, -23.39178)
F (2.62213, -16.27306, -23.27220)
F (1.14288, -15.56902, -24.64735)
F (0.95508, -14.98232, -22.54013)
C (-0.00838, -18.43658, -25.33428)
C (0.76818, -19.51968, -26.10017)
H (1.84175, -19.39451, -25.95904)
H (0.58349, -20.51237, -25.68959)
H (0.44957, -19.32177, -27.12361)
H (-0.02012, -17.48602, -25.86757)
H (-1.01804, -18.78326, -25.11408)
H (-0.60323, -17.02260, -23.17098)
O (7.51949, -18.16244, -17.18692)
C (6.37705, -18.73978, -17.11906)
O (5.39440, -18.45327, -16.43716)
O (5.92138, -19.62594, -17.90370)
H (7.86406, -18.68183, -17.91707)
O (1.39484, -26.57566, -20.44079)
C (2.25935, -25.57433, -20.73937)
O (2.19491, -24.43271, -20.25286)
O (3.31534, -25.93701, -21.33476)
H (1.74902, -27.32743, -20.92141)
C (-4.06145, -22.95884, -19.70380)
C (-4.36276, -22.17720, -18.40499)
C (-5.64958, -22.66104, -17.77018)
O (-5.85151, -22.20608, -16.44878)
C (-7.11072, -21.62097, -16.27231)
N (-3.21613, -22.40300, -17.49353)
H (-3.91599, -24.00236, -19.42450)
H (-3.08900, -22.78160, -20.16317)
H (-4.80202, -22.85183, -20.49640)
H (-4.39529, -21.12971, -18.70467)
H (-5.54086, -23.74535, -17.74702)
H (-6.51112, -22.61080, -18.43600)
H (-7.24258, -20.91527, -17.09249)
H (-7.19793, -21.05197, -15.34670)
H (-7.87823, -22.39100, -16.19425)
H (-3.06903, -23.39011, -17.64869)
H (-3.67667, -22.32967, -16.59764)

=====

# 2
The following is a DFT calculation (ωB97M-V/def2-TZVPD) of a molecular structure, C18H31MgNO5PS2.

The value obtained for the max |F| is 0.1153 Eh/bohr. The value obtained for the gap between HOMO and LUMO (alpha / beta) is 4.019 / 3.191 eV. The calculation puts the HOMO energy (alpha / beta) at 0.4 / 1.2 eV. As for the multiplicity: 2. As for the charge: -2.

Element x y z (Å)
Mg (-0.06492, -1.08913, 0.65656)
C (-1.76530, -2.72165, -1.01848)
O (-1.03161, -2.78483, 0.19393)
C (0.03573, -3.72359, 0.12303)
C (0.82283, -3.59310, 1.41350)
O (1.17110, -2.22720, 1.62150)
C (2.50923, -1.88310, 1.27318)
C (2.52775, -1.25283, -0.10663)
O (1.57086, -0.19915, -0.08920)
C (1.39967, 0.38555, -1.37011)
H (-2.19720, -3.69841, -1.25678)
H (-1.12297, -2.38410, -1.83757)
H (-2.57769, -2.00087, -0.89369)
H (0.66581, -3.49815, -0.74180)
H (-0.36352, -4.73825, 0.01960)
H (1.69326, -4.25738, 1.42741)
H (0.17758, -3.87301, 2.25348)
H (3.19377, -2.73505, 1.34188)
H (2.83210, -1.13802, 2.00858)
H (2.25558, -1.98426, -0.87256)
H (3.52207, -0.85290, -0.33171)
H (2.34598, 0.79707, -1.73404)
H (0.67431, 1.19910, -1.28443)
H (1.01262, -0.35281, -2.07907)
C (-2.75416, 2.83496, -3.77980)
C (-2.07974, 1.58569, -3.23883)
O (-3.02796, 0.68434, -2.74376)
P (-2.79878, 0.21793, -1.05705)
S (-2.28232, -0.36875, 1.02666)
S (-0.75570, -0.66795, -1.58924)
O (-2.98322, 1.87689, -0.53915)
C (-4.32592, 2.03733, -0.12320)
C (-5.06416, 2.97817, -1.06350)
H (-1.98822, 3.50823, -4.21881)
H (-3.24530, 3.39168, -2.96349)
H (-3.50364, 2.57117, -4.55535)
H (-1.33781, 1.90727, -2.48097)
H (-1.53747, 1.07630, -4.05993)
H (-4.32145, 2.47211, 0.89826)
H (-4.90346, 1.08594, -0.05983)
H (-4.54516, 3.96144, -1.10093)
H (-6.10216, 3.13715, -0.70349)
H (-5.11710, 2.53455, -2.08010)
C (0.30045, 0.05090, 2.28070)
C (1.70965, 0.44765, 2.28807)
C (2.19247, 1.32898, 1.31636)
C (3.50701, 1.80144, 1.38217)
C (4.34768, 1.39893, 2.42609)
C (3.86862, 0.50927, 3.39314)
C (2.55587, 0.03384, 3.32207)
C (5.68526, 1.90732, 2.51258)
N (6.76659, 2.32361, 2.58784)
H (-0.40694, 0.88644, 2.09563)
H (-0.06962, -0.51943, 3.15470)
H (1.54471, 1.66806, 0.51044)
H (3.86192, 2.49728, 0.62458)
H (4.50646, 0.19355, 4.21714)
H (2.19434, -0.63843, 4.09718)
H (0.82221, -2.10781, -0.49276)